Density functional theory data (the ωB97M-V functional and the def2-TZVPD basis) for a cluster of 7 separate species, C33H62BN2O12 in total.

Summary:
net charge = +1
gap between HOMO and LUMO = 7.4 eV
HOMO = -10.89 eV

Each line ends with the Mulliken charge.
Geometry (Å):
O1 -1.45 -2.76 2.81  -0.362
C1 -1.26 -2.47 1.71  0.583
N1 -0.94 -2.32 0.52  -0.818
C2 -1.04 -0.89 0.05  0.332
C3 -2.24 -1.00 -0.88  -0.359
C4 -3.69 -1.06 -0.54  -0.608
C5 -4.01 0.00 0.56  -0.746
C6 -4.64 1.28 0.01  0.487
O2 -5.06 2.09 0.77  -0.514
O3 -4.68 1.43 -1.35  -0.433
N2 -1.80 -1.05 -2.07  0.484
O4 -2.54 -1.21 -3.21  -0.412
C7 -0.35 -0.88 -2.24  -1.453
C8 0.25 -0.65 -0.82  0.416
C9 0.73 0.81 -0.69  -1.157
B1 2.02 1.00 0.24  0.358
O5 2.61 -0.05 0.90  -0.649
O6 2.55 2.26 0.33  -0.282
H1 -1.14 -0.19 0.88  1.069
H2 -4.25 -0.85 -1.45  0.655
H3 -3.98 -2.08 -0.25  0.186
H4 -4.63 -0.44 1.34  0.359
H5 -3.10 0.33 1.05  0.440
H6 -4.33 2.30 -1.56  0.348
H7 -2.45 -2.15 -3.45  0.399
H8 -0.28 0.07 -2.78  0.510
H9 0.12 -1.63 -2.88  0.343
H10 0.97 -1.43 -0.61  0.882
H11 -0.10 1.41 -0.29  0.280
H12 1.00 1.24 -1.66  0.110
H13 3.56 0.15 0.94  0.310
H14 2.23 2.80 -0.41  0.234
C10 2.61 5.26 3.61  -0.504
C11 1.18 5.37 4.12  -0.569
C12 0.44 5.84 2.88  -0.472
O7 1.13 5.28 1.76  -0.428
C13 2.39 4.75 2.20  0.052
H15 3.24 4.59 4.21  0.328
H16 3.08 6.24 3.59  0.310
H17 0.81 4.38 4.43  0.247
H18 1.06 6.05 4.97  0.367
H19 0.46 6.93 2.79  0.283
H20 -0.60 5.51 2.86  0.270
H21 2.32 3.66 2.17  -0.052
H22 3.18 5.06 1.51  0.169
C14 6.83 3.03 -0.37  -0.747
C15 7.59 3.06 0.95  0.092
C16 6.57 2.47 1.91  -0.457
O8 5.78 1.54 1.15  -0.406
C17 6.05 1.73 -0.24  -0.059
H23 7.47 3.05 -1.25  0.388
H24 6.14 3.88 -0.43  0.317
H25 8.47 2.41 0.89  -0.275
H26 7.92 4.05 1.24  0.404
H27 5.90 3.24 2.31  0.173
H28 7.03 1.94 2.75  0.302
H29 6.64 0.88 -0.59  0.300
H30 5.11 1.75 -0.79  0.027
C18 1.50 3.31 -6.06  -0.571
C19 0.78 4.50 -5.44  -0.566
C20 0.32 3.93 -4.11  -0.465
O9 1.29 2.95 -3.73  -0.299
C21 2.15 2.67 -4.84  -0.430
H31 2.22 3.58 -6.83  0.343
H32 0.77 2.62 -6.50  0.266
H33 1.49 5.31 -5.27  0.260
H34 -0.04 4.88 -6.04  0.340
H35 -0.65 3.44 -4.20  0.260
H36 0.25 4.69 -3.32  0.296
H37 3.13 3.12 -4.64  0.295
H38 2.28 1.59 -4.94  0.255
C22 -7.81 -4.24 0.38  -0.310
C23 -8.08 -2.84 -0.16  -0.745
C24 -7.33 -1.98 0.84  -0.205
O10 -6.22 -2.75 1.31  -0.368
C25 -6.38 -4.11 0.88  -0.443
H39 -7.93 -5.03 -0.37  0.366
H40 -8.48 -4.46 1.21  0.061
H41 -7.64 -2.73 -1.16  0.288
H42 -9.14 -2.59 -0.23  0.370
H43 -7.96 -1.73 1.70  0.311
H44 -6.97 -1.04 0.40  0.151
H45 -5.66 -4.31 0.08  0.219
H46 -6.17 -4.78 1.71  0.312
C26 -10.80 -8.77 2.14  -0.542
C27 -10.39 -7.92 3.34  -0.577
C28 -9.06 -7.35 2.89  -0.338
O11 -9.14 -7.22 1.46  -0.346
C29 -10.29 -7.92 0.98  -0.454
H47 -11.87 -8.97 2.08  0.331
H48 -10.27 -9.72 2.16  0.261
H49 -11.12 -7.12 3.50  0.276
H50 -10.32 -8.49 4.27  0.340
H51 -8.23 -8.03 3.13  0.258
H52 -8.84 -6.38 3.33  0.251
H53 -11.04 -7.18 0.68  0.271
H54 -10.02 -8.51 0.11  0.279
C30 11.70 0.41 -1.25  -0.545
C31 11.32 -0.76 -0.35  -0.551
C32 10.98 -0.05 0.95  -0.380
O12 10.47 1.24 0.59  -0.420
C33 10.72 1.48 -0.80  -0.340
H55 11.63 0.18 -2.32  0.328
H56 12.73 0.72 -1.04  0.266
H57 10.44 -1.27 -0.74  0.261
H58 12.11 -1.50 -0.23  0.344
H59 11.87 0.10 1.57  0.248
H60 10.23 -0.58 1.54  0.267
H61 9.77 1.40 -1.35  0.159
H62 11.11 2.49 -0.93  0.309



Density functional theory data (the ωB97M-V functional and the def2-TZVPD basis) for a cluster of 9 separate species, C33H62FIN4O33S9 in total.

Summary:
SMILES string = CCN[C@@](I)(CC(N)(N)N)[C@](S)(CC(C)C)O[C@H](F)c1ccccc1.O=S1(=O)OCCO1.O=S1(=O)OCCO1.O=S1(=O)OCCO1.O=S1(=O)OCCO1.O=S1(=O)OCCO1.O=S1(=O)OCCO1.O=S1(=O)OCCO1.O=S1(=O)OCCO1
gap between HOMO and LUMO = 7.9 eV
HOMO = -7.83 eV

Each line ends with the Mulliken charge.
Geometry (Å):
C1 3.30 0.75 4.23  -1.152
C2 2.56 1.05 2.84  0.796
N1 2.28 -0.14 2.03  0.128
C3 0.82 -0.45 1.88  -0.899
I1 -0.01 -0.62 3.88  0.188
C4 0.17 0.60 0.91  1.147
C5 -1.01 1.49 1.41  -0.212
N2 -1.37 2.37 0.23  -0.758
N3 -2.27 0.77 1.77  -0.262
N4 -0.71 2.44 2.50  -0.424
C6 0.83 -2.00 1.30  0.290
S1 2.15 -2.82 2.39  -0.191
C7 1.26 -2.10 -0.19  -0.525
C8 1.85 -3.47 -0.73  0.429
C9 1.21 -4.80 -0.18  -1.218
C10 3.45 -3.56 -0.65  -1.379
O1 -0.38 -2.64 1.70  0.228
C11 -1.34 -2.80 0.72  0.823
F1 -1.88 -1.61 0.18  -0.316
C12 -2.55 -3.55 1.41  0.083
C13 -2.33 -4.22 2.70  -0.328
C14 -3.39 -4.98 3.39  -0.589
C15 -4.72 -5.08 2.79  -0.671
C16 -4.94 -4.39 1.52  -0.498
C17 -3.88 -3.64 0.82  -0.592
H1 2.53 0.95 5.03  0.240
H2 4.07 1.57 4.39  0.344
H3 3.74 -0.27 4.29  0.203
H4 1.70 1.73 3.07  0.128
H5 3.31 1.68 2.25  -0.374
H6 2.70 0.04 1.11  0.066
H7 0.99 1.31 0.60  -0.935
H8 -0.17 0.15 -0.07  0.387
H9 -1.65 1.74 -0.53  0.346
H10 -2.19 2.92 0.52  0.314
H11 -2.81 1.27 2.47  0.269
H12 -2.86 0.67 0.95  0.236
H13 -1.09 2.15 3.39  0.268
H14 -0.94 3.40 2.25  0.211
H15 3.38 -2.54 1.85  0.045
H16 2.10 -1.35 -0.34  -0.177
H17 0.48 -1.77 -0.94  0.499
H18 1.65 -3.47 -1.85  0.465
H19 0.76 -4.73 0.84  0.130
H20 1.97 -5.63 -0.13  0.410
H21 0.43 -5.15 -0.91  0.283
H22 3.82 -4.04 -1.59  0.351
H23 3.84 -2.51 -0.63  0.234
H24 3.76 -4.16 0.25  0.397
H25 -1.06 -3.44 -0.15  0.007
H26 -1.35 -4.21 3.23  0.284
H27 -3.16 -5.46 4.37  0.353
H28 -5.50 -5.66 3.34  0.364
H29 -5.96 -4.43 1.06  0.598
H30 -4.10 -3.15 -0.16  0.336
O2 3.91 1.35 -0.76  -0.645
S2 3.50 2.71 -0.61  1.194
O3 2.14 3.11 -0.56  -0.597
O4 4.25 3.59 -1.74  -0.317
C18 5.04 4.61 -1.11  -0.290
C19 5.42 4.05 0.24  -0.277
O5 4.26 3.33 0.67  -0.400
H31 4.41 5.50 -1.01  0.121
H32 5.91 4.85 -1.72  0.369
H33 5.68 4.82 0.96  0.330
H34 6.24 3.34 0.15  0.322
O6 2.91 8.55 -4.14  -0.557
S3 3.05 7.88 -2.90  1.071
O7 4.21 7.12 -2.57  -0.476
O8 1.75 6.96 -2.67  -0.273
C20 1.10 7.34 -1.45  -0.261
C21 1.43 8.81 -1.27  -0.321
O9 2.78 8.94 -1.71  -0.318
H35 1.52 6.74 -0.64  0.207
H36 0.03 7.16 -1.51  0.316
H37 1.33 9.13 -0.23  0.314
H38 0.80 9.44 -1.91  0.292
O10 -10.37 0.00 1.07  -0.557
S4 -9.42 -0.56 0.17  1.059
O11 -9.19 -0.03 -1.13  -0.498
O12 -9.71 -2.14 0.04  -0.324
C22 -8.54 -2.88 0.42  -0.356
C23 -7.82 -1.99 1.42  -0.156
O13 -7.99 -0.66 0.93  -0.328
H39 -7.93 -3.04 -0.47  0.318
H40 -8.82 -3.84 0.85  0.343
H41 -6.77 -2.24 1.51  0.197
H42 -8.30 -2.05 2.41  0.284
O14 0.39 -1.69 10.28  -0.530
S5 0.69 -2.83 9.48  1.072
O15 1.44 -3.93 9.98  -0.539
O16 1.37 -2.31 8.11  -0.292
C24 0.60 -2.76 6.99  0.212
C25 -0.82 -2.88 7.51  -0.316
O17 -0.68 -3.39 8.84  -0.343
H43 0.99 -3.74 6.68  0.264
H44 0.68 -2.06 6.16  -0.321
H45 -1.43 -3.55 6.90  0.261
H46 -1.30 -1.91 7.57  0.368
O18 8.13 3.19 0.81  -0.542
S6 8.60 4.50 1.12  1.203
O19 8.65 5.55 0.17  -0.568
O20 10.04 4.36 1.83  -0.316
C26 10.00 4.95 3.13  -0.393
C27 8.57 4.81 3.59  -0.331
O21 7.78 5.04 2.41  -0.304
H47 10.29 6.00 3.03  0.299
H48 10.70 4.45 3.80  0.315
H49 8.31 5.52 4.37  0.306
H50 8.36 3.80 3.94  0.306
O22 6.24 -2.81 1.02  -0.465
S7 6.95 -3.49 -0.01  1.107
O23 6.70 -4.85 -0.35  -0.557
O24 8.54 -3.31 0.27  -0.311
C28 9.15 -2.68 -0.85  -0.367
C29 8.07 -1.82 -1.47  -0.307
O25 6.87 -2.60 -1.35  -0.273
H51 9.48 -3.46 -1.54  0.293
H52 10.01 -2.09 -0.53  0.307
H53 8.27 -1.59 -2.51  0.312
H54 7.92 -0.90 -0.91  0.261
O26 -9.58 -3.41 -6.66  -0.548
S8 -9.17 -3.01 -5.36  1.098
O27 -9.09 -3.92 -4.26  -0.520
O28 -10.05 -1.74 -4.91  -0.316
C30 -9.19 -0.63 -4.63  -0.123
C31 -7.97 -0.84 -5.50  -0.212
O29 -7.74 -2.25 -5.48  -0.329
H55 -8.93 -0.67 -3.57  0.152
H56 -9.70 0.31 -4.84  0.316
H57 -7.10 -0.31 -5.13  0.339
H58 -8.16 -0.54 -6.53  0.165
O30 -5.53 1.23 -7.74  -0.524
S9 -5.99 1.40 -9.08  1.121
O31 -6.33 2.66 -9.63  -0.543
O32 -7.23 0.38 -9.31  -0.297
C32 -6.93 -0.50 -10.39  -0.291
C33 -5.42 -0.63 -10.39  -0.342
O33 -4.94 0.67 -10.07  -0.311
H59 -7.29 -0.04 -11.32  0.264
H60 -7.43 -1.46 -10.25  0.327
H61 -5.03 -0.96 -11.36  0.312
H62 -5.08 -1.32 -9.62  0.284



- Among the records above, which one has the lowest gap between HOMO and LUMO?
  C33H62BN2O12



- Which value of HOMO does entry 2 give?
  -7.83 eV



- Number 1 is which compound?
  C33H62BN2O12



- Look up the gap between HOMO and LUMO of the second one.
  7.9 eV